Entry 1:
Below is a 2-piece molecular cluster, C4H13N2O2 overall at a distorted geometry, with properties calculated with ωB97M-V with the def2-TZVPD basis set.

relative energy (zero: lowest compared OMol25 entry of this formula, charge and spin): 43.97 kcal per mole
max |F|: 4.5 eV/Å
orbital gap: 7.5 eV
charge: -1
multiplicity: 1

Atoms and positions in Å:
N: 2.517 -0.250 0.748
C: 1.218 -0.286 -0.123
C: 0.278 -1.253 0.482
C: -1.098 -1.708 -0.248
O: -1.708 -0.574 -0.650
C: 0.681 1.147 -0.356
N: 1.803 1.893 -0.850
H: 3.427 -0.461 0.158
H: 2.399 -0.899 1.538
H: 1.582 -0.708 -1.209
H: 0.784 -2.186 0.980
H: -0.080 -0.610 1.410
H: -0.983 -2.537 -0.958
H: -1.541 -2.314 0.643
H: -0.079 1.170 -1.190
H: 0.138 1.382 0.554
H: 1.427 2.853 -1.063
H: 2.491 1.983 -0.046
H: -2.475 0.438 0.125
H: -3.523 0.178 1.230
O: -3.327 0.926 0.652

Entry 2:
Below is a 3-piece molecular cluster, C4H13N2O2 overall at a distorted geometry, with properties calculated with ωB97M-V with the def2-TZVPD basis set.

relative energy (zero: lowest compared OMol25 entry of this formula, charge and spin): 144.56 kcal per mole
max |F|: 2.5 eV/Å
orbital gap: 6.0 eV
charge: -1
multiplicity: 1

Atoms and positions in Å:
C: -0.542 2.160 0.058
N: 0.097 2.808 1.213
C: -0.117 0.699 -0.061
C: -0.869 0.048 -1.214
N: -0.180 0.059 1.170
C: 0.246 -1.320 0.950
O: 1.403 -1.491 0.221
H: -1.626 2.137 0.225
H: -0.284 2.718 -0.840
H: 0.162 2.119 1.951
H: -0.506 3.519 1.605
H: 0.941 0.642 -0.391
H: -1.215 0.837 -1.913
H: -0.330 -0.689 -1.822
H: -1.822 -0.315 -0.511
H: -2.557 -0.578 0.044
H: -0.526 -1.796 0.346
H: 0.287 -1.843 1.910
H: 0.699 -2.675 -2.807
H: 1.150 -1.955 -0.644
O: 0.460 -2.600 -1.884

Entry 3:
Below is a 2-piece molecular cluster, C4H13N2O2 overall at a distorted geometry, with properties calculated with ωB97M-V with the def2-TZVPD basis set.

relative energy (zero: lowest compared OMol25 entry of this formula, charge and spin): 77.92 kcal per mole
max |F|: 5.5 eV/Å
orbital gap: 9.8 eV
charge: +1
multiplicity: 1

Atoms and positions in Å:
O: -1.895 -0.541 -2.811
C: -1.027 0.182 -2.365
C: -0.310 0.168 -0.940
C: -1.290 -0.178 0.187
C: -0.447 -0.747 1.387
N: 0.312 0.224 2.212
N: 0.501 1.365 -0.643
H: -0.543 0.890 -2.991
H: 0.420 -0.728 -0.881
H: -1.928 -1.038 -0.080
H: -1.899 0.726 0.311
H: 0.256 -1.457 1.015
H: -1.025 -1.280 2.181
H: 1.336 0.125 2.217
H: 0.004 0.206 3.153
H: 0.439 1.294 1.763
H: 0.198 2.129 -1.273
H: 1.426 1.148 -0.904
H: 2.936 -0.233 0.808
H: 3.723 -0.974 1.979
O: 2.820 -0.519 1.825

Entry 4:
Below is a 2-piece molecular cluster, C4H13N2O2 overall at a distorted geometry, with properties calculated with ωB97M-V with the def2-TZVPD basis set.

relative energy (zero: lowest compared OMol25 entry of this formula, charge and spin): 70.46 kcal per mole
max |F|: 3.8 eV/Å
orbital gap: 10.8 eV
charge: +1
multiplicity: 1

Atoms and positions in Å:
N: -1.665 0.055 -0.007
C: -0.310 0.747 0.236
C: 0.632 -0.334 0.897
C: 0.102 -0.891 2.145
O: -1.041 -1.057 2.411
C: 0.308 1.321 -1.059
N: -0.749 1.638 -2.017
H: -1.870 -0.445 0.861
H: -1.494 -0.664 -0.716
H: -2.452 0.586 -0.178
H: -0.513 1.610 0.858
H: 0.881 -1.169 0.239
H: 1.656 0.099 1.216
H: 0.724 -1.478 2.740
H: 0.815 2.258 -0.666
H: 1.213 0.592 -1.233
H: -0.619 1.256 -2.887
H: -0.859 2.697 -2.167
H: 2.471 -2.289 -1.504
H: 2.283 -1.085 -2.466
O: 2.324 -1.303 -1.566

Entry 5:
Below is a 2-piece molecular cluster, C4H13N2O2 overall at a distorted geometry, with properties calculated with ωB97M-V with the def2-TZVPD basis set.

relative energy (zero: lowest compared OMol25 entry of this formula, charge and spin): 35.58 kcal per mole
max |F|: 1.1 eV/Å
orbital gap: 10.8 eV
charge: +1
multiplicity: 1

Atoms and positions in Å:
N: 0.703 -0.055 1.114
C: -0.209 -0.900 0.241
C: -1.454 -0.082 -0.069
C: -2.172 0.486 1.123
O: -1.634 0.691 2.188
C: 0.558 -1.340 -1.017
N: 1.975 -1.451 -0.760
H: 0.130 0.254 1.926
H: 0.918 0.810 0.614
H: 1.513 -0.598 1.402
H: -0.460 -1.740 0.880
H: -1.191 0.673 -0.810
H: -2.181 -0.723 -0.559
H: -3.242 0.710 1.019
H: 0.112 -2.286 -1.303
H: 0.330 -0.641 -1.827
H: 2.489 -0.655 -1.121
H: 2.397 -2.299 -1.100
H: 0.813 3.303 -1.302
H: 0.080 3.200 0.008
O: 0.524 2.643 -0.647

Entry 6:
Below is a 2-piece molecular cluster, C4H13N2O2 overall at a distorted geometry, with properties calculated with ωB97M-V with the def2-TZVPD basis set.

relative energy (zero: lowest compared OMol25 entry of this formula, charge and spin): 57.08 kcal per mole
max |F|: 2.9 eV/Å
orbital gap: 9.6 eV
charge: +1
multiplicity: 1

Atoms and positions in Å:
N: -1.109 -1.559 -2.360
C: -1.036 -1.414 -0.855
C: 0.197 -0.588 -0.575
N: 0.494 -0.255 0.684
C: -0.338 -0.353 1.861
C: 1.846 0.251 1.119
O: 0.773 -0.065 -1.528
H: -1.107 -2.531 -2.645
H: -0.381 -0.915 -2.727
H: -1.922 -1.104 -2.792
H: -0.849 -2.345 -0.322
H: -1.951 -0.947 -0.484
H: 0.326 -0.534 2.703
H: -0.822 0.649 2.089
H: -1.268 -0.905 1.652
H: 1.904 1.321 0.882
H: 1.919 0.108 2.186
H: 2.630 -0.367 0.609
H: -0.087 3.787 1.999
H: -1.302 3.534 1.208
O: -0.367 3.295 1.215

Entry 7:
Below is C4H13N2O2P as an isolated structure at a distorted geometry, with properties calculated with ωB97M-V with the def2-TZVPD basis set.

relative energy (zero: lowest compared OMol25 entry of this formula, charge and spin): 81.99 kcal per mole
max |F|: 4.8 eV/Å
orbital gap: 8.8 eV
charge: 0
multiplicity: 1

Atoms and positions in Å:
C: -2.622 1.117 0.529
C: -2.224 -0.892 -0.771
C: 0.004 -0.192 1.829
C: -2.072 -0.214 0.584
N: 3.723 0.364 0.389
N: 1.726 -0.690 -0.694
O: -0.624 0.039 0.727
O: 1.138 0.142 1.976
P: 2.320 0.866 -0.053
H: -2.994 1.635 1.415
H: -1.964 1.847 0.030
H: -3.591 1.212 -0.013
H: -1.876 -0.322 -1.661
H: -3.267 -1.307 -0.872
H: -1.433 -1.693 -1.008
H: 4.748 0.360 -2.966
H: -0.445 -0.579 2.792
H: -2.232 -0.912 1.302
H: 4.117 0.820 1.224
H: 2.444 -1.255 -1.189
H: 0.897 -0.595 -1.187
H: 4.228 0.250 -2.384

Entry 8:
Below is a 2-piece molecular cluster, C4H13N2OS overall at a distorted geometry, with properties calculated with ωB97M-V with the def2-TZVPD basis set.

relative energy (zero: lowest compared OMol25 entry of this formula, charge and spin): 36.49 kcal per mole
max |F|: 3.7 eV/Å
orbital gap: 6.7 eV
charge: -1
multiplicity: 1

Atoms and positions in Å:
C: -1.207 0.796 1.597
N: -0.375 1.985 1.111
C: 1.001 1.735 0.882
N: 1.301 1.749 -0.629
C: -1.778 -0.237 0.645
C: -0.871 -1.437 0.296
S: -0.633 -1.642 -1.516
H: -0.782 0.271 2.520
H: -2.096 1.431 2.012
H: -0.853 2.331 0.196
H: 1.378 0.778 1.206
H: 1.638 2.559 1.388
H: 0.941 2.531 -1.066
H: 0.986 0.898 -1.109
H: -2.189 0.338 -0.311
H: -2.796 -0.490 1.048
H: 0.109 -1.188 0.611
H: -1.208 -2.523 0.683
H: 2.616 -0.403 -0.338
H: 1.932 -1.332 -1.311
O: 2.637 -1.276 -0.645